(1)
This record from the Open Molecules 2025 dataset describes a 7-piece molecular cluster, H15NO6 overall at a distorted geometry. The level of theory is ωB97M-V/def2-TZVPD.

Summary:
ΔE to the lowest compared entry with this formula, charge and spin = 1.209 eV
HOMO level = -10.1056 eV
E_LUMO = 0.01376 Eh
SMILES = N.O.O.O.O.O.O
Largest force on an atom = 0.0285 hartree/bohr
Total energy = -515.17506 Ha

Geometry as XYZ:
```
22
H15NO6 ωB97M-V/def2-TZVPD
N -0.52 -3.28 -1.36
H 0.34 -2.93 -1.76
H -1.23 -3.33 -2.07
H -0.42 -4.04 -0.71
H 2.08 1.14 2.01
H 3.49 0.95 2.60
O 2.68 0.48 2.39
H -0.62 0.95 -1.60
H -0.28 2.33 -1.87
O -1.08 1.80 -1.77
H 0.86 3.61 1.66
H 1.72 4.27 2.68
O 1.64 3.43 2.21
H -0.35 -2.30 3.31
H 0.34 -1.02 2.83
O -0.05 -1.84 2.52
H -1.38 -0.15 -3.59
H -2.80 0.27 -3.50
O -2.23 -0.33 -4.00
H -0.63 -1.18 -0.75
H -0.42 -0.88 0.67
O -0.54 -0.40 -0.16
```

These are the natural (NBO) partial charges, in e, on atoms 1 to 8:
1. N -1.119
2. H 0.370
3. H 0.381
4. H 0.384
5. H 0.485
6. H 0.473
7. O -0.959
8. H 0.483

=====

(2)
This record from the Open Molecules 2025 dataset describes C12H26N8O10PS2SeV as an isolated structure at a distorted geometry. The level of theory is ωB97M-V/def2-TZVPD.

Summary:
ΔE to the lowest compared entry with this formula, charge and spin = 0.052 eV
HOMO level (spin up / spin down) = -12.7895 / -12.8263 eV
E_LUMO (spin up / spin down) = -0.29240 / -0.29849 Eh
Charge = +2
Largest force on an atom = 0.0476 hartree/bohr
Total energy = -6145.89546 Ha

Geometry as XYZ:
```
61
C12H26N8O10PS2SeV ωB97M-V/def2-TZVPD
V -0.39 0.24 -0.07
O -1.58 0.19 1.13
O -2.66 -0.40 1.61
N -0.35 1.41 -3.49
C 0.20 0.08 -3.91
C 0.77 -0.64 -2.70
O 1.12 -1.80 -2.81
O 0.83 0.08 -1.64
H -1.37 1.37 -3.28
H -0.19 2.13 -4.18
H 0.09 1.68 -2.59
H 0.98 0.23 -4.65
H -0.60 -0.52 -4.35
O -2.32 3.31 0.99
Se -0.85 3.38 0.38
O -0.28 4.74 -0.19
O -0.62 2.11 -0.69
O 0.16 2.83 1.76
N -2.36 -3.02 0.95
C -1.17 -3.73 1.52
P 0.38 -2.78 1.22
O 1.04 -2.47 2.50
O -0.04 -1.71 0.21
C 1.51 -3.77 0.16
N 2.38 -2.75 -0.52
H -2.46 -2.04 1.37
H -3.22 -3.54 1.13
H -2.27 -2.88 -0.06
H -1.12 -4.75 1.12
H -1.30 -3.80 2.60
H 1.00 -4.34 -0.61
H 2.12 -4.43 0.77
H 3.24 -3.17 -0.86
H 2.62 -1.99 0.13
H 1.87 -2.32 -1.34
S -2.21 -0.56 -1.65
C -3.19 0.86 -1.54
N -3.90 1.09 -0.41
C -4.64 2.20 -0.24
C -4.73 3.10 -1.27
C -3.97 2.83 -2.40
N -3.20 1.75 -2.53
H -3.77 0.44 0.37
H -5.12 2.32 0.72
H -5.32 4.00 -1.18
H -3.96 3.52 -3.23
C 5.01 -0.54 2.53
C 3.71 -0.37 3.32
C 2.74 0.50 2.60
N 2.12 0.04 1.51
N 1.27 0.88 1.00
C 1.40 2.28 1.47
N 2.08 3.03 0.49
S 2.32 2.06 3.09
H 5.68 -1.21 3.07
H 5.52 0.41 2.41
H 4.82 -0.96 1.54
H 3.91 0.05 4.30
H 3.21 -1.34 3.45
H 2.11 4.03 0.70
H 2.99 2.67 0.25
```

These are the natural (NBO) partial charges, in e, on atoms 1 to 8:
1. V 1.334
2. O -0.222
3. O -0.489
4. N -0.717
5. C -0.342
6. C 0.822
7. O -0.642
8. O -0.755

=====

(3)
This record from the Open Molecules 2025 dataset describes a 6-piece molecular cluster, C18H24F4O18 overall at a distorted geometry. The level of theory is ωB97M-V/def2-TZVPD.

Summary:
ΔE to the lowest compared entry with this formula, charge and spin = 0.000 eV
HOMO level = -10.6330 eV
E_LUMO = 0.00870 Eh
SMILES = O=C1OC[C@@H](F)O1.O=C1OC[C@@H](F)O1.O=C1OC[C@@H](F)O1.O=C1OC[C@@H](F)O1.COC(=O)OC.COC(=O)OC
Largest force on an atom = 0.0504 hartree/bohr
Total energy = -2454.13233 Ha

Geometry as XYZ:
```
64
C18H24F4O18 ωB97M-V/def2-TZVPD
C 1.10 0.21 0.25
C -0.25 -0.36 -0.10
O -0.22 -1.56 0.66
C 0.47 -1.24 1.80
O 0.55 -1.90 2.78
O 1.05 -0.01 1.66
F -0.21 -0.67 -1.44
H 1.14 1.28 0.04
H 1.90 -0.23 -0.35
H -1.11 0.27 0.12
C -4.10 -0.46 -4.91
C -3.28 0.81 -5.10
O -2.56 0.92 -3.90
C -3.17 0.16 -2.94
O -2.92 0.22 -1.78
O -4.01 -0.71 -3.52
F -4.13 1.90 -5.13
H -3.64 -1.30 -5.44
H -5.12 -0.38 -5.25
H -2.64 0.85 -5.97
C 3.07 -4.41 2.70
C 3.64 -5.81 2.78
O 4.62 -5.82 1.78
C 4.38 -4.78 0.92
O 5.06 -4.56 -0.03
O 3.34 -4.05 1.33
F 2.70 -6.75 2.47
H 3.60 -3.66 3.29
H 2.00 -4.36 2.91
H 4.05 -5.99 3.77
C 0.24 4.10 -3.69
C 0.58 2.90 -2.81
O 0.22 3.36 -1.52
C -0.11 4.67 -1.53
O -0.38 5.29 -0.56
O -0.09 5.15 -2.79
F 1.85 2.45 -2.86
H -0.60 3.82 -4.33
H 1.10 4.45 -4.26
H -0.10 2.06 -3.01
C -3.38 -1.99 1.94
O -4.20 -1.07 1.24
C -4.77 -0.13 1.98
O -4.74 -0.07 3.18
O -5.40 0.72 1.18
C -6.01 1.84 1.77
H -2.85 -2.65 1.25
H -3.98 -2.77 2.43
H -2.72 -1.45 2.61
H -6.21 2.60 1.02
H -5.45 2.21 2.63
H -6.97 1.56 2.22
C 3.45 3.13 3.03
O 4.04 1.84 2.87
C 4.02 1.30 1.67
O 3.48 1.74 0.68
O 4.76 0.19 1.71
C 4.73 -0.64 0.56
H 3.02 3.33 4.00
H 2.75 3.32 2.22
H 4.28 3.84 2.96
H 5.53 -1.38 0.61
H 4.84 -0.09 -0.37
H 3.80 -1.21 0.56
```

These are the natural (NBO) partial charges, in e, on atoms 1 to 8:
1. C -0.135
2. C 0.438
3. O -0.499
4. C 0.973
5. O -0.574
6. O -0.494
7. F -0.341
8. H 0.232

=====

(4)
This record from the Open Molecules 2025 dataset describes a 2-piece molecular cluster, H7NSi2 overall at a distorted geometry. The level of theory is ωB97M-V/def2-TZVPD.

Summary:
ΔE to the lowest compared entry with this formula, charge and spin = 2.155 eV
HOMO level = -8.9132 eV
E_LUMO = -0.03533 Eh
Largest force on an atom = 0.0955 hartree/bohr
Total energy = -637.80321 Ha

Geometry as XYZ:
```
10
H7NSi2 ωB97M-V/def2-TZVPD
N 0.80 -1.22 0.00
Si 1.16 0.43 -0.29
Si -2.39 0.13 -0.48
H 0.71 -1.94 -0.60
H 2.57 0.89 -0.71
H 0.12 1.14 -0.85
H 1.23 0.82 1.14
H -1.39 0.10 0.58
H 0.44 -1.37 0.84
H -3.26 1.03 0.38
```

These are the natural (NBO) partial charges, in e, on atoms 1 to 8:
1. N -1.240
2. Si 1.089
3. Si 0.582
4. H 0.381
5. H -0.164
6. H -0.241
7. H -0.197
8. H -0.306

=====

(5)
This record from the Open Molecules 2025 dataset describes C24H23CaCl2N2O9P2 as an isolated structure at a distorted geometry. The level of theory is ωB97M-V/def2-TZVPD.

Summary:
ΔE to the lowest compared entry with this formula, charge and spin = 0.340 eV
HOMO level = -4.1676 eV
E_LUMO = 0.08501 Eh
Charge = -1
Largest force on an atom = 0.0354 hartree/bohr
Total energy = -3996.22957 Ha

Geometry as XYZ:
```
63
C24H23CaCl2N2O9P2 ωB97M-V/def2-TZVPD
Ca -0.43 -1.01 -1.06
C -3.19 1.58 -2.89
C -3.14 0.06 -3.05
O -4.22 -0.38 -3.91
P -1.57 -0.43 -3.94
O -0.79 0.87 -4.30
O -2.10 -1.03 -5.30
O -0.68 -1.35 -3.16
P -3.42 -0.71 -1.37
O -3.04 -2.25 -1.69
O -4.86 -0.53 -1.10
O -2.32 -0.19 -0.45
H -3.20 2.04 -3.88
H -2.33 1.96 -2.34
H -4.10 1.85 -2.35
H -4.96 -0.59 -3.32
H -0.01 1.06 -3.68
H -3.07 -1.05 -5.28
H -2.90 -2.80 -0.90
C 0.15 -3.37 -0.39
C -0.50 -3.89 0.75
C -1.75 -4.56 0.67
C -2.43 -5.01 1.79
C -1.89 -4.84 3.06
C -0.65 -4.20 3.18
C 0.02 -3.74 2.07
C -2.58 -5.33 4.24
N -3.14 -5.71 5.18
H -0.14 -3.80 -1.35
H 1.23 -3.20 -0.31
H -2.18 -4.76 -0.31
H -3.38 -5.52 1.67
H -0.22 -4.06 4.16
H 0.98 -3.25 2.19
Cl 4.13 3.29 2.37
C 3.23 1.85 2.78
C 3.83 1.02 3.72
C 3.22 -0.15 4.13
C 1.99 -0.48 3.58
C 1.41 0.34 2.64
Cl -0.13 -0.16 2.02
C 2.00 1.55 2.19
N 1.29 2.33 1.29
C 1.74 3.45 0.52
C 1.35 4.72 0.91
C 1.72 5.83 0.18
C 2.48 5.67 -0.97
C 2.86 4.40 -1.37
C 2.51 3.27 -0.64
C 2.93 1.89 -1.08
C 1.76 1.07 -1.55
O 1.14 1.44 -2.58
O 1.44 0.08 -0.83
H 4.78 1.32 4.13
H 3.68 -0.79 4.87
H 1.46 -1.39 3.86
H 0.53 1.81 0.86
H 0.75 4.81 1.81
H 1.41 6.82 0.50
H 2.78 6.53 -1.56
H 3.45 4.26 -2.27
H 3.41 1.37 -0.25
H 3.65 1.97 -1.90
```

These are the natural (NBO) partial charges, in e, on atoms 1 to 8:
1. Ca 1.765
2. C -0.638
3. C -0.484
4. O -0.773
5. P 2.373
6. O -1.031
7. O -0.984
8. O -1.191

=====

(6)
This record from the Open Molecules 2025 dataset describes C11H19CrF6N5O8S4 as an isolated structure at a distorted geometry. The level of theory is ωB97M-V/def2-TZVPD.

Summary:
ΔE to the lowest compared entry with this formula, charge and spin = 2.863 eV
Spin multiplicity = 2
HOMO level (spin up / spin down) = -3.6546 / -3.4237 eV
E_LUMO (spin up / spin down) = 0.09542 / 0.09541 Eh
Charge = -1
Largest force on an atom = 0.0795 hartree/bohr
Total energy = -4542.66308 Ha

Geometry as XYZ:
```
54
C11H19CrF6N5O8S4 ωB97M-V/def2-TZVPD
Cr -0.03 0.05 0.03
F -3.55 3.75 2.17
C -2.90 2.57 2.23
F -3.73 1.66 1.71
F -2.75 2.27 3.53
S -1.29 2.65 1.35
O -0.77 1.30 1.40
O -0.59 3.64 2.11
N -1.77 3.25 -0.04
S -1.71 2.35 -1.36
O -0.76 1.24 -1.40
O -1.70 3.15 -2.54
C -3.38 1.57 -1.36
F -4.31 2.41 -0.88
F -3.77 1.24 -2.60
F -3.42 0.46 -0.63
O -0.64 -1.03 1.14
C 1.31 -4.56 0.06
N 0.70 -3.42 -0.60
C -0.55 -2.93 -0.54
S -0.93 -1.61 -1.53
N -1.50 -3.42 0.26
C -1.46 -4.47 1.26
H 2.35 -4.61 -0.26
H 0.80 -5.48 -0.24
H 1.28 -4.44 1.14
H 1.28 -2.93 -1.27
H -2.36 -2.92 0.18
H -1.18 -5.42 0.80
H -2.45 -4.57 1.68
H -0.76 -4.21 2.05
C 4.30 -1.72 2.96
C 3.31 -0.69 2.53
C 3.13 0.62 2.90
C 2.03 1.07 2.15
N 1.55 0.09 1.37
N 2.35 -0.96 1.63
C 1.40 2.41 2.13
H 4.99 -1.31 3.70
H 4.89 -2.07 2.10
H 3.80 -2.58 3.40
H 3.71 1.18 3.61
H 2.18 -1.82 1.14
H 1.89 3.11 2.81
H 0.32 2.32 2.43
H 1.44 2.82 1.13
C 3.13 0.54 -3.14
S 2.72 -0.54 -1.79
O 2.55 -1.85 -2.41
O 3.86 -0.43 -0.90
O 1.48 0.04 -1.26
H 4.05 0.18 -3.60
H 3.27 1.55 -2.76
H 2.31 0.52 -3.86
```

These are the natural (NBO) partial charges, in e, on atoms 1 to 8:
1. Cr 0.861
2. F -0.315
3. C 0.715
4. F -0.313
5. F -0.314
6. S 2.254
7. O -0.856
8. O -0.903

=====

(7)
This record from the Open Molecules 2025 dataset describes a 2-piece molecular cluster, C6H17NO overall at a distorted geometry. The level of theory is ωB97M-V/def2-TZVPD.

Summary:
ΔE to the lowest compared entry with this formula, charge and spin = 3.104 eV
HOMO level = -8.2078 eV
E_LUMO = 0.02467 Eh
SMILES = CCN[C@@H](C)CC.O
Largest force on an atom = 0.0852 hartree/bohr
Total energy = -368.68678 Ha

Geometry as XYZ:
```
25
C6H17NO ωB97M-V/def2-TZVPD
C -2.03 -2.18 -1.37
C -1.16 -0.94 -1.10
N 0.22 -1.16 -0.67
C 2.04 1.19 1.91
C 1.95 0.29 0.60
C 0.62 -0.59 0.67
C 0.68 -1.61 1.76
H -3.07 -1.95 -1.49
H -1.75 -2.90 -0.63
H -2.19 -2.65 -2.40
H -1.73 -0.35 -0.34
H -1.25 -0.31 -2.04
H 0.63 -2.01 -0.97
H 0.99 1.44 2.25
H 2.50 0.71 2.74
H 2.43 2.17 1.76
H 2.87 -0.12 0.40
H 1.90 1.14 -0.06
H -0.12 0.12 0.88
H 0.25 -1.17 2.68
H 0.15 -2.57 1.42
H 1.81 -2.01 2.28
H -1.14 4.26 -0.93
H -1.90 4.94 -2.08
O -1.82 4.05 -1.70
```

These are the natural (NBO) partial charges, in e, on atoms 1 to 8:
1. C -0.653
2. C -0.210
3. N -0.656
4. C -0.609
5. C -0.393
6. C -0.052
7. C -0.629
8. H 0.222

=====

(8)
This record from the Open Molecules 2025 dataset describes one molecule with the formula C8H14N4O2 at a distorted geometry. The level of theory is ωB97M-V/def2-TZVPD.

Summary:
ΔE to the lowest compared entry with this formula, charge and spin = 7.462 eV
HOMO level = -7.3012 eV
E_LUMO = -0.00377 Eh
Largest force on an atom = 0.0897 hartree/bohr
Total energy = -682.41741 Ha

Geometry as XYZ:
```
28
C8H14N4O2 ωB97M-V/def2-TZVPD
C 0.34 -1.63 -0.42
C -0.62 -0.79 -0.82
C 0.99 -1.79 0.86
C -0.86 1.50 -0.18
C -1.64 0.21 -0.12
C 2.31 -1.24 0.63
C -2.89 0.38 -0.91
C -2.10 -0.30 1.30
N 2.99 -0.87 -0.28
N 4.04 -0.62 -0.88
N 4.35 0.76 -1.04
N 0.24 1.53 0.76
O 1.36 1.78 0.33
O 0.01 1.43 1.96
H 0.99 -1.91 -1.18
H -0.77 -0.66 -1.91
H 0.50 -1.29 1.71
H 1.10 -2.91 1.17
H -0.52 1.76 -1.22
H -1.47 2.35 0.09
H -3.58 1.34 -0.72
H -3.72 -0.34 -0.60
H -2.77 0.24 -2.06
H -2.53 -1.34 1.20
H -3.07 0.26 1.59
H -1.40 -0.24 2.12
H 3.49 1.23 -0.73
H 5.22 1.19 -0.65
```

These are the natural (NBO) partial charges, in e, on atoms 1 to 8:
1. C -0.179
2. C -0.178
3. C -0.542
4. C -0.283
5. C -0.138
6. C 0.204
7. C -0.625
8. C -0.611

=====

(9)
This record from the Open Molecules 2025 dataset describes a 8-piece molecular cluster, C11H38BF4N8O7 overall at a distorted geometry. The level of theory is ωB97M-V/def2-TZVPD.

Summary:
HOMO level = -7.8034 eV
E_LUMO = 0.07985 Eh
Charge = -1
Largest force on an atom = 0.1390 hartree/bohr
Total energy = -1831.26117 Ha

Geometry as XYZ:
```
69
C11H38BF4N8O7 ωB97M-V/def2-TZVPD
B 1.03 -2.25 -0.68
F 0.79 -3.42 0.00
F 1.03 -1.17 0.15
F 2.21 -2.45 -1.36
F 0.04 -2.06 -1.61
C -0.93 -0.53 6.97
O -0.39 -0.60 8.07
N -0.76 -1.48 6.05
N -1.68 0.42 6.55
H -0.19 -2.26 6.33
H -1.51 -1.59 5.39
H -1.80 1.25 7.12
H -1.99 0.36 5.60
C 1.85 -5.24 -6.99
O 1.93 -5.82 -8.09
N 0.83 -4.52 -6.58
N 2.84 -5.29 -6.21
H 0.90 -4.08 -5.68
H -0.10 -4.84 -6.83
H 3.67 -5.83 -6.40
H 2.86 -4.79 -5.33
C 3.15 -9.98 0.55
O 4.15 -10.73 0.57
N 2.07 -9.90 1.44
N 2.90 -9.19 -0.44
H 1.57 -9.03 1.55
H 2.09 -10.57 2.19
H 2.18 -8.50 -0.29
H 3.49 -9.38 -1.24
C -7.44 1.07 -0.07
C -6.36 0.44 -0.91
C -6.71 0.77 -2.34
O -7.64 -0.23 -2.94
C -7.77 -0.25 -4.43
N -5.02 0.93 -0.48
H -7.49 0.61 0.92
H -8.43 0.93 -0.50
H -7.42 2.15 0.01
H -6.34 -0.65 -0.83
H -5.76 0.75 -2.88
H -7.09 1.79 -2.41
H -8.26 0.66 -4.78
H -8.23 -1.17 -4.80
H -6.81 -0.12 -4.94
H -4.94 1.84 -0.93
H -4.30 0.43 -0.97
C 4.21 5.27 3.62
C 3.34 6.03 2.63
C 3.71 7.52 2.35
O 3.37 8.36 3.43
C 3.86 9.66 3.12
N 3.37 5.29 1.37
H 3.96 4.21 3.53
H 4.08 5.61 4.64
H 5.27 5.38 3.43
H 2.29 6.01 2.93
H 3.20 7.89 1.46
H 4.79 7.46 2.15
H 4.93 9.60 2.95
H 3.58 10.30 3.96
H 3.45 10.17 2.25
H 2.83 4.44 1.44
H 2.82 5.88 0.77
O 6.39 -0.13 0.35
H 5.70 0.47 0.64
H 5.91 -0.83 -0.10
O 1.12 1.88 -5.03
H 1.33 0.98 -4.76
H 0.28 2.06 -4.60
```

These are the natural (NBO) partial charges, in e, on atoms 1 to 8:
1. B 1.316
2. F -0.579
3. F -0.570
4. F -0.582
5. F -0.585
6. C 0.746
7. O -0.685
8. N -0.832

=====

Repeat the third record exactly.
This record from the Open Molecules 2025 dataset describes a 6-piece molecular cluster, C18H24F4O18 overall at a distorted geometry. The level of theory is ωB97M-V/def2-TZVPD.

Summary:
ΔE to the lowest compared entry with this formula, charge and spin = 0.000 eV
HOMO level = -10.6330 eV
E_LUMO = 0.00870 Eh
SMILES = O=C1OC[C@@H](F)O1.O=C1OC[C@@H](F)O1.O=C1OC[C@@H](F)O1.O=C1OC[C@@H](F)O1.COC(=O)OC.COC(=O)OC
Largest force on an atom = 0.0504 hartree/bohr
Total energy = -2454.13233 Ha

Geometry as XYZ:
```
64
C18H24F4O18 ωB97M-V/def2-TZVPD
C 1.10 0.21 0.25
C -0.25 -0.36 -0.10
O -0.22 -1.56 0.66
C 0.47 -1.24 1.80
O 0.55 -1.90 2.78
O 1.05 -0.01 1.66
F -0.21 -0.67 -1.44
H 1.14 1.28 0.04
H 1.90 -0.23 -0.35
H -1.11 0.27 0.12
C -4.10 -0.46 -4.91
C -3.28 0.81 -5.10
O -2.56 0.92 -3.90
C -3.17 0.16 -2.94
O -2.92 0.22 -1.78
O -4.01 -0.71 -3.52
F -4.13 1.90 -5.13
H -3.64 -1.30 -5.44
H -5.12 -0.38 -5.25
H -2.64 0.85 -5.97
C 3.07 -4.41 2.70
C 3.64 -5.81 2.78
O 4.62 -5.82 1.78
C 4.38 -4.78 0.92
O 5.06 -4.56 -0.03
O 3.34 -4.05 1.33
F 2.70 -6.75 2.47
H 3.60 -3.66 3.29
H 2.00 -4.36 2.91
H 4.05 -5.99 3.77
C 0.24 4.10 -3.69
C 0.58 2.90 -2.81
O 0.22 3.36 -1.52
C -0.11 4.67 -1.53
O -0.38 5.29 -0.56
O -0.09 5.15 -2.79
F 1.85 2.45 -2.86
H -0.60 3.82 -4.33
H 1.10 4.45 -4.26
H -0.10 2.06 -3.01
C -3.38 -1.99 1.94
O -4.20 -1.07 1.24
C -4.77 -0.13 1.98
O -4.74 -0.07 3.18
O -5.40 0.72 1.18
C -6.01 1.84 1.77
H -2.85 -2.65 1.25
H -3.98 -2.77 2.43
H -2.72 -1.45 2.61
H -6.21 2.60 1.02
H -5.45 2.21 2.63
H -6.97 1.56 2.22
C 3.45 3.13 3.03
O 4.04 1.84 2.87
C 4.02 1.30 1.67
O 3.48 1.74 0.68
O 4.76 0.19 1.71
C 4.73 -0.64 0.56
H 3.02 3.33 4.00
H 2.75 3.32 2.22
H 4.28 3.84 2.96
H 5.53 -1.38 0.61
H 4.84 -0.09 -0.37
H 3.80 -1.21 0.56
```

These are the natural (NBO) partial charges, in e, on atoms 1 to 8:
1. C -0.135
2. C 0.438
3. O -0.499
4. C 0.973
5. O -0.574
6. O -0.494
7. F -0.341
8. H 0.232